DFT (ωB97M-V/def2-TZVPD) results for a 2-piece molecular cluster, C46H54N2OP overall.

Geometry as XYZ:
```
104
Properties=species:S:1:pos:R:3:forces:R:3
C 3.798 -2.197 -2.618 -0.046 -0.070 -0.127
C 3.308 -2.119 -1.171 -0.125 -0.269 0.310
C 4.373 -1.477 -0.286 0.013 0.079 0.094
C 2.913 -3.511 -0.669 0.008 0.493 -0.013
C 3.897 -4.494 -0.526 -0.214 -0.161 -0.047
C 3.537 -5.816 -0.265 -0.097 0.166 0.112
C 2.191 -6.142 -0.094 0.255 0.149 -0.043
C 1.198 -5.164 -0.183 -0.367 -0.327 0.034
C -0.265 -5.612 -0.079 0.249 0.446 0.213
C -0.527 -6.436 1.185 0.049 0.058 0.096
C -0.690 -6.385 -1.323 0.076 -0.111 -0.249
C 1.565 -3.834 -0.445 -0.259 -0.028 -0.353
N 0.526 -2.830 -0.689 0.674 -0.183 1.314
P -0.335 -1.911 0.522 0.001 -0.100 -0.808
H 0.279 -0.508 0.399 -0.415 -0.977 -0.382
N -1.668 -1.761 -0.589 -0.551 0.434 1.484
C -3.055 -1.498 -0.212 0.041 -0.239 -0.168
C -3.561 -0.191 -0.266 0.350 0.305 -0.170
C -2.647 0.999 -0.575 -0.185 -0.268 0.227
C -2.788 2.067 0.521 0.097 -0.134 0.090
C -2.950 1.557 -1.965 -0.125 -0.099 -0.140
C -4.926 0.040 -0.077 0.062 -0.223 0.171
C -5.781 -1.012 0.242 0.171 0.013 -0.078
C -5.269 -2.305 0.335 -0.036 0.296 0.009
C -3.919 -2.564 0.092 -0.047 -0.475 -0.041
C -3.456 -4.025 0.107 0.236 0.426 0.172
C -3.976 -4.760 -1.125 -0.151 -0.003 -0.237
C -3.885 -4.748 1.387 0.017 0.089 0.099
C -1.383 -2.314 -1.828 0.493 -0.337 -0.923
C -0.176 -2.901 -1.884 -0.648 0.268 -0.876
H 3.065 -2.704 -3.256 0.139 0.091 0.085
H 3.971 -1.195 -3.026 0.012 -0.131 0.057
H 4.740 -2.759 -2.672 -0.195 0.109 -0.028
H 2.407 -1.498 -1.135 0.089 -0.042 -0.064
H 4.032 -1.408 0.754 0.088 -0.111 -0.115
H 5.298 -2.066 -0.304 -0.125 0.225 0.051
H 4.595 -0.463 -0.644 0.086 -0.156 0.036
H 4.947 -4.216 -0.654 -0.371 -0.208 -0.046
H 4.301 -6.594 -0.212 -0.209 0.234 0.052
H 1.894 -7.175 0.102 0.176 0.311 -0.098
H -0.875 -4.703 -0.020 0.351 -0.308 -0.011
H -0.143 -5.919 2.073 -0.072 -0.149 -0.122
H -1.604 -6.593 1.323 0.299 -0.053 -0.074
H -0.047 -7.420 1.114 -0.114 0.173 0.096
H -0.553 -5.783 -2.230 -0.039 -0.152 0.146
H -0.084 -7.297 -1.421 -0.151 0.153 -0.037
H -1.745 -6.679 -1.266 0.281 0.029 0.026
H -1.616 0.628 -0.566 -0.122 0.001 -0.048
H -2.257 1.740 1.426 -0.190 0.103 -0.086
H -2.367 3.025 0.204 -0.074 -0.067 0.044
H -3.841 2.216 0.783 0.272 0.105 -0.035
H -3.002 0.745 -2.703 -0.004 0.223 0.120
H -3.913 2.084 -1.961 0.178 -0.092 -0.094
H -2.173 2.258 -2.288 -0.219 -0.115 0.031
H -5.310 1.061 -0.174 0.056 -0.417 0.083
H -6.841 -0.821 0.415 0.264 -0.084 -0.067
H -5.929 -3.137 0.588 0.149 0.302 -0.111
H -2.361 -4.014 0.068 -0.463 0.060 0.035
H -3.624 -4.280 -2.046 -0.096 -0.127 0.130
H -3.645 -5.806 -1.135 -0.117 0.233 0.044
H -5.074 -4.745 -1.126 0.200 -0.052 -0.075
H -3.563 -4.189 2.274 -0.098 -0.133 -0.119
H -4.975 -4.860 1.419 0.222 -0.038 0.083
H -3.438 -5.748 1.435 -0.198 0.223 -0.054
H -2.106 -2.237 -2.635 0.149 -0.008 0.193
H 0.269 -3.402 -2.741 -0.124 0.178 0.235
C 4.890 3.228 5.217 0.164 0.092 0.001
C 3.882 2.623 4.274 -0.020 -0.130 0.001
C 4.287 1.712 3.288 -0.014 0.047 -0.063
C 3.394 1.258 2.329 -0.393 0.015 -0.440
C 2.096 1.837 2.233 -0.056 -0.127 1.339
C 1.353 1.757 1.004 1.521 2.042 -0.615
C 0.965 2.963 0.345 -0.225 -0.256 0.090
C 1.351 4.281 0.773 -0.155 0.288 0.132
C 0.858 5.435 0.175 0.612 -0.620 0.430
C -0.126 5.299 -0.809 -1.486 0.881 0.156
O -1.002 6.314 -1.146 1.192 -1.201 -0.223
C -0.565 7.622 -1.408 0.280 0.658 -0.210
C -0.717 8.075 -2.726 0.198 -0.144 0.387
C -0.307 9.369 -3.048 -0.125 -0.046 0.161
C 0.192 10.218 -2.055 -0.129 -0.123 0.058
C 0.294 9.765 -0.738 -0.033 -0.161 -0.086
C -0.069 8.455 -0.404 -0.124 -0.054 -0.340
C -0.401 4.042 -1.374 0.262 -0.175 -0.050
C 0.196 2.913 -0.858 -0.276 -0.128 -0.245
C 1.645 2.610 3.344 0.270 0.153 -0.544
C 2.522 2.951 4.365 -0.125 0.080 -0.147
H 4.598 4.241 5.525 -0.053 -0.347 -0.008
H 5.026 2.614 6.116 -0.092 0.121 -0.157
H 5.869 3.317 4.729 -0.226 -0.124 0.098
H 5.336 1.396 3.267 -0.452 0.007 -0.059
H 3.710 0.542 1.567 -0.005 0.305 0.183
H 1.356 0.836 0.438 -0.138 -0.057 -0.084
H 2.062 4.388 1.591 -0.156 -0.056 -0.210
H 1.204 6.417 0.494 -0.150 -0.371 -0.023
H -1.146 7.408 -3.478 0.191 0.225 0.274
H -0.402 9.717 -4.079 0.031 -0.080 0.369
H 0.469 11.243 -2.306 -0.035 -0.356 0.099
H 0.650 10.430 0.049 -0.055 -0.162 -0.247
H 0.016 8.088 0.619 -0.147 0.249 -0.267
H -1.093 3.999 -2.212 0.228 0.009 0.190
H 0.055 1.951 -1.356 -0.179 0.210 0.282
H 0.608 2.956 3.352 0.329 -0.092 0.070
H 2.181 3.536 5.221 0.014 -0.101 -0.335
```
Forces are in eV/Å.

- HOMO energy (eV) = -9.10
- net charge = +1